C3H10NO | ωB97M-V with the def2-TZVPD basis set

**SMILES string**: C[NH2+]CCO
**Orbital gap**: 12.0 eV
**HOMO level**: -15.269 eV
**Total energy**: -6802.233 eV
**Total charge**: +1
**M**: 76.1 g/mol
**Energy above the lowest of the compared OMol25 structures with the same formula, charge and spin**: 2.078 eV

Last columns: bonded neighbours and bond lengths (Å).
Positions of all 15 atoms, in Å:
1 C 2.019 -0.424 0.185  N2 1.532, H6 1.181, H7 1.156, H8 1.094
2 N 0.582 -0.414 -0.346  C1 1.532, C3 1.455, H9 0.971, H10 1.008
3 C -0.075 0.866 -0.132  N2 1.455, C4 1.769, H11 1.101, H12 1.193
4 C -1.775 0.454 0.134  C3 1.769, O5 1.416, H13 1.201, H14 1.166
5 O -1.826 -0.954 -0.008  C4 1.416, H15 1.066
6 H 2.155 -0.066 1.302  C1 1.181
7 H 2.276 -1.551 0.217  C1 1.156
8 H 2.687 0.110 -0.497  C1 1.094
9 H 0.719 -0.467 -1.305  N2 0.971
10 H -0.048 -1.145 -0.057  N2 1.008
11 H 0.330 1.388 0.748  C3 1.101
12 H 0.085 1.540 -1.103  C3 1.193
13 H -1.892 0.872 1.254  C4 1.201
14 H -2.423 1.069 -0.614  C4 1.166
15 H -2.815 -1.278 0.223  O5 1.066

C3H10NO | ωB97M-V with the def2-TZVPD basis set

**Orbital gap**: 9.0 eV
**HOMO level**: -14.479 eV
**Total energy**: -6801.848 eV
**Total charge**: +1
**M**: 76.1 g/mol
**Energy above the lowest of the compared OMol25 structures with the same formula, charge and spin**: 2.462 eV

Last columns: bonded neighbours and bond lengths (Å).
Positions of all 15 atoms, in Å:
1 C -1.337 -2.599 -0.677  O2 1.491, H3 1.079, H4 1.089, H5 1.083
2 O -1.089 -1.166 -0.347  C1 1.491, H6 0.949
3 H -2.276 -2.900 -0.241  C1 1.079
4 H -1.370 -2.569 -1.765  C1 1.089
5 H -0.449 -3.156 -0.408  C1 1.083
6 H -1.750 -1.008 0.315  O2 0.949
7 C 0.849 2.620 0.502  N9 1.476, H10 1.085, H11 1.082, H12 1.102
8 C 1.242 0.228 -0.001  N9 1.277, H13 1.077, H14 1.099
9 N 0.600 1.167 0.580  C7 1.476, C8 1.277, H15 1.016
10 H 1.905 2.786 0.687  C7 1.085
11 H 0.173 3.253 1.061  C7 1.082
12 H 0.679 2.902 -0.550  C7 1.102
13 H 1.426 -0.759 0.388  C8 1.077
14 H 1.539 0.439 -1.038  C8 1.099
15 H -0.214 0.912 1.133  N9 1.016

C3H10NO | ωB97M-V with the def2-TZVPD basis set

**SMILES string**: C[NH2+]CCO
**Orbital gap**: 11.8 eV
**HOMO level**: -15.189 eV
**Total energy**: -6802.990 eV
**Total charge**: +1
**M**: 76.1 g/mol
**Energy above the lowest of the compared OMol25 structures with the same formula, charge and spin**: 1.321 eV

Last columns: bonded neighbours and bond lengths (Å).
Positions of all 15 atoms, in Å:
1 C -1.022 1.564 0.914  N2 1.518, H6 1.090, H7 1.081, H8 1.074
2 N -0.477 0.162 0.709  C1 1.518, C3 1.472, H9 1.028, H10 1.041
3 C 0.815 0.131 0.005  N2 1.472, C4 1.578, H11 1.087, H12 1.081
4 C 0.903 -1.032 -1.059  C3 1.578, O5 1.431, H13 1.111, H14 1.135
5 O -0.354 -1.712 -0.992  C4 1.431, H15 0.976
6 H -1.056 1.832 1.970  C1 1.090
7 H -0.418 2.202 0.284  C1 1.081
8 H -2.030 1.575 0.546  C1 1.074
9 H -1.279 -0.274 0.235  N2 1.028
10 H -0.437 -0.537 1.481  N2 1.041
11 H 1.617 0.130 0.737  C3 1.087
12 H 0.934 0.902 -0.744  C3 1.081
13 H 1.228 -0.648 -2.049  C4 1.111
14 H 1.807 -1.655 -0.769  C4 1.135
15 H -0.231 -2.641 -1.267  O5 0.976

C3H10NO2 | ωB97M-V with the def2-TZVPD basis set

**Orbital gap**: 7.9 eV
**HOMO level**: -3.624 eV
**Total energy**: -8858.400 eV
**Total charge**: -1
**M**: 92.1 g/mol
**Energy above the lowest of the compared OMol25 structures with the same formula, charge and spin**: 0.394 eV

Last columns: bonded neighbours and bond lengths (Å).
Positions of all 16 atoms, in Å:
1 C -0.433 0.326 -1.156  O2 1.362, C3 1.562, H6 1.128, H7 1.123
2 O -1.648 0.637 -0.625  C1 1.362
3 C 0.226 -0.913 -0.470  C1 1.562, C4 1.570, N5 1.489, H8 1.096
4 C 1.576 -0.494 0.214  C3 1.570, H9 1.087, H10 1.091, H11 1.092
5 N -0.606 -1.523 0.603  C3 1.489, H12 1.021, H13 1.024
6 H 0.252 1.217 -1.051  C1 1.128
7 H -0.372 0.200 -2.270  C1 1.123
8 H 0.530 -1.727 -1.138  C3 1.096
9 H 1.303 0.305 0.898  C4 1.087
10 H 2.044 -1.296 0.786  C4 1.091
11 H 2.235 -0.209 -0.609  C4 1.092
12 H -0.649 -0.759 1.281  N5 1.021
13 H -1.578 -1.493 0.283  N5 1.024
14 H -1.412 1.464 0.438  O16 1.084
15 H -0.287 2.310 1.437  O16 0.964
16 O -1.181 1.954 1.377  H14 1.084, H15 0.964

C3H10NO2 | ωB97M-V with the def2-TZVPD basis set

**Orbital gap (spin up / spin down)**: 7.9 / 9.2 eV
**HOMO level (spin up / spin down)**: -12.757 / -13.307 eV
**Total energy**: -8847.042 eV
**Total charge**: +1
**M**: 92.1 g/mol
**Energy above the lowest of the compared OMol25 structures with the same formula, charge and spin**: 5.299 eV

Last columns: bonded neighbours and bond lengths (Å).
Positions of all 16 atoms, in Å:
1 C -2.454 -0.228 1.449  H7 1.153, H8 1.149, H9 1.088, H12 1.051
2 C 0.217 -1.020 -1.780  O6 1.333, H10 1.058, H11 1.044
3 C 1.224 -0.012 0.111  N4 1.501, O5 1.350, O6 1.343
4 N 1.275 1.321 -0.577  C3 1.501, H13 1.026, H14 0.980, H15 1.064
5 O 2.355 -0.120 0.840  C3 1.350, H16 0.974
6 O 0.911 -1.078 -0.643  C2 1.333, C3 1.343
7 H -2.916 0.778 1.129  C1 1.153
8 H -2.444 -0.832 0.472  C1 1.149
9 H -3.038 -0.707 2.232  C1 1.088
10 H -0.285 -1.876 -2.147  C2 1.058
11 H 0.131 -0.035 -2.116  C2 1.044
12 H -1.482 -0.176 1.844  C1 1.051
13 H 1.985 1.847 -0.056  N4 1.026
14 H 0.411 1.781 -0.624  N4 0.980
15 H 1.694 1.259 -1.554  N4 1.064
16 H 2.416 -0.900 1.419  O5 0.974

C3H10NO2P | ωB97M-V with the def2-TZVPD basis set

**Orbital gap**: 9.4 eV
**HOMO level**: -8.776 eV
**Total energy**: -18146.084 eV
**M**: 123.1 g/mol
**Energy above the lowest of the compared OMol25 structures with the same formula, charge and spin**: 3.810 eV

Last columns: bonded neighbours and bond lengths (Å).
Positions of all 17 atoms, in Å:
1 C 0.521 -0.597 -1.319  C3 1.548, H8 1.165, H9 1.101, H10 1.041
2 C -1.549 -0.113 0.148  C3 1.530, H11 1.002, H12 1.128, H13 1.031
3 C -0.131 0.306 -0.245  C1 1.548, C2 1.530, N4 1.431, P7 2.026
4 N 0.088 1.706 -0.449  C3 1.431, H14 0.998, H15 0.999
5 O 0.260 0.872 2.673  P7 1.444
6 O 2.237 0.145 1.242  P7 1.618, H16 0.939
7 P 0.664 0.002 1.593  C3 2.026, O5 1.444, O6 1.618
8 H 0.385 -1.716 -1.024  C1 1.165
9 H 1.584 -0.317 -1.257  C1 1.101
10 H 0.113 -0.215 -2.198  C1 1.041
11 H -2.247 0.163 -0.516  C2 1.002
12 H -1.827 0.311 1.155  C2 1.128
13 H -1.516 -1.137 0.029  C2 1.031
14 H -0.616 2.147 0.105  N4 0.998
15 H 0.955 2.189 -0.327  N4 0.999
16 H 2.596 0.929 1.614  O6 0.939
17 H 0.446 -1.772 2.248  no bonds

C3H10NO2P | ωB97M-V with the def2-TZVPD basis set

**SMILES string**: CP(C)O.C=NO
**Orbital gap**: 9.2 eV
**HOMO level**: -8.385 eV
**Total energy**: -18144.084 eV
**M**: 123.1 g/mol
**Energy above the lowest of the compared OMol25 structures with the same formula, charge and spin**: 5.809 eV

Last columns: bonded neighbours and bond lengths (Å).
Positions of all 17 atoms, in Å:
1 C 1.656 -0.467 1.419  P2 1.789, H5 1.199, H6 1.057, H7 1.065
2 P 0.516 -0.287 0.052  C1 1.789, C3 1.901, O4 1.632
3 C 1.916 -0.152 -1.227  P2 1.901, H8 1.082, H9 1.094, H10 1.176
4 O 0.253 1.296 0.348  P2 1.632, H11 0.917
5 H 1.160 -0.441 2.511  C1 1.199
6 H 1.874 -1.489 1.263  C1 1.057
7 H 2.477 0.211 1.442  C1 1.065
8 H 2.638 0.474 -0.721  C3 1.082
9 H 2.304 -0.974 -1.835  C3 1.094
10 H 1.411 0.483 -2.078  C3 1.176
11 H -0.634 1.513 0.438  O4 0.917
12 C -2.651 -1.491 -0.568  N13 1.264, H15 1.077, H16 1.130
13 N -2.594 -0.389 0.050  C12 1.264, O14 1.382
14 O -2.966 0.834 -0.475  N13 1.382, H17 0.987
15 H -2.224 -2.297 0.005  C12 1.077
16 H -3.102 -1.634 -1.594  C12 1.130
17 H -3.267 0.901 -1.412  O14 0.987